Record 1
Density functional theory data (the ωB97M-V functional and the def2-TZVPD basis) for a gas-phase ion, C5H13N4OS (charge +1) at a distorted geometry.

## Properties
Gap between HOMO and LUMO: 9.925 eV
E_HOMO: -13.098 eV
Energy relative to the best compared isomer or geometry (same formula, charge and spin): 9.0 kcal per mole

Structure (ORCA input):
```
! wB97M-V def2-TZVPD RIJCOSX def2/J DEFGRID3
* xyz 1 1
C -1.928 0.372 -0.117
C 2.390 0.401 -0.212
C 1.142 1.344 -0.047
C 2.137 -1.043 -0.693
C 0.148 0.791 1.032
N 1.209 -1.682 0.180
N -0.849 -0.083 0.449
N -2.220 1.640 -0.332
N -2.783 -0.621 -0.560
O -0.989 -2.803 0.750
S -0.238 -1.706 -0.310
H 3.089 0.813 -0.942
H 3.078 0.245 0.792
H 1.371 2.326 0.314
H 0.803 1.317 -1.017
H 1.668 -0.948 -1.685
H 3.069 -1.624 -0.775
H 0.810 0.431 1.713
H -0.469 1.662 1.628
H -1.773 2.437 0.095
H -3.116 2.018 -0.417
H -2.537 -1.443 -0.107
H -3.690 -0.543 -1.050
H -0.323 -3.301 1.310
*
```

***

Record 2
Density functional theory data (the ωB97M-V functional and the def2-TZVPD basis) for 2 unconnected molecules or ions with the total composition C5H13NO at a distorted geometry.

## Properties
Gap between HOMO and LUMO (alpha / beta): 3.603 / 6.195 eV
E_HOMO (alpha / beta): 0.501 / -2.206 eV
Energy relative to the best compared isomer or geometry (same formula, charge and spin): 98.8 kcal per mole

Structure (ORCA input):
```
! wB97M-V def2-TZVPD RIJCOSX def2/J DEFGRID3
* xyz -1 2
C 1.487 1.687 -1.863
C 1.544 0.944 -0.431
C 0.033 0.692 -0.074
C -0.751 1.036 0.937
N -1.600 0.046 1.686
C -0.571 -0.247 -1.020
H 1.222 0.979 -2.620
H 2.550 2.030 -2.057
H 0.774 2.522 -1.770
H 1.814 1.765 0.298
H 2.206 -0.002 -0.351
H -0.821 1.968 1.501
H -1.320 -0.507 2.532
H -2.279 -0.486 1.017
H -1.487 -0.759 -0.660
H -0.714 -0.111 -2.079
H 0.034 -1.068 -0.711
H -1.041 -2.705 0.958
H 0.584 -2.533 0.916
O -0.096 -3.261 0.742
*
```

***

Record 3
Density functional theory data (the ωB97M-V functional and the def2-TZVPD basis) for 2 unconnected molecules or ions with the total composition C5H13NO at a distorted geometry.

## Properties
Gap between HOMO and LUMO: 10.551 eV
E_HOMO: -9.786 eV
Energy relative to the best compared isomer or geometry (same formula, charge and spin): 10.4 kcal per mole
SMILES string: CC(N)=O.CCC

Structure (ORCA input):
```
! wB97M-V def2-TZVPD RIJCOSX def2/J DEFGRID3
* xyz 0 1
C 0.267 -1.172 1.329
C 1.649 -0.554 1.309
O 2.674 -1.199 1.395
N 1.670 0.812 1.218
H 0.345 -2.228 1.094
H -0.356 -0.745 0.559
H 2.569 1.254 1.157
H 0.826 1.324 1.382
H -0.113 -0.989 2.334
C -2.349 0.775 -1.520
C -1.233 1.803 -1.769
C -2.028 -0.713 -1.650
H -2.725 0.906 -0.508
H -3.178 1.099 -2.145
H -0.365 1.364 -2.211
H -0.861 2.213 -0.826
H -2.893 -1.199 -1.229
H -1.703 -0.912 -2.664
H -1.534 2.636 -2.399
H -1.225 -0.970 -0.973
*
```

***

Record 4
Density functional theory data (the ωB97M-V functional and the def2-TZVPD basis) for 2 unconnected molecules or ions with the total composition C5H13NO at a distorted geometry.

## Properties
Gap between HOMO and LUMO: 9.601 eV
E_HOMO: -8.814 eV
Energy relative to the best compared isomer or geometry (same formula, charge and spin): 65.3 kcal per mole
SMILES string: C=NCCCC.O

Structure (ORCA input):
```
! wB97M-V def2-TZVPD RIJCOSX def2/J DEFGRID3
* xyz 0 1
C -0.146 2.555 0.957
C 0.068 1.372 0.009
C 0.471 0.084 0.839
C 1.218 -0.795 -0.137
C 3.249 -0.756 -1.282
N 2.668 -0.423 -0.208
H -0.474 3.413 0.365
H 0.688 2.771 1.620
H -1.013 2.351 1.595
H 0.944 1.532 -0.619
H -0.865 1.157 -0.507
H -0.468 -0.421 1.080
H 0.866 0.505 1.760
H 1.209 -1.872 0.103
H 0.802 -0.679 -1.133
H 3.953 -0.054 -1.735
H 3.150 -1.759 -1.719
H -5.426 -1.157 -0.701
H -6.588 -1.857 -0.241
O -5.628 -1.925 -0.141
*
```

***

Record 5
Density functional theory data (the ωB97M-V functional and the def2-TZVPD basis) for 2 unconnected molecules or ions with the total composition C5H13NO at a distorted geometry.

## Properties
Gap between HOMO and LUMO: 8.924 eV
E_HOMO: -7.892 eV
Energy relative to the best compared isomer or geometry (same formula, charge and spin): 38.2 kcal per mole
SMILES string: CCC/C=C/N.O

Structure (ORCA input):
```
! wB97M-V def2-TZVPD RIJCOSX def2/J DEFGRID3
* xyz 0 1
C -0.637 0.682 2.973
C -0.221 0.749 1.500
C 1.031 -0.136 1.343
C 1.043 -0.875 -0.008
C 1.160 -2.195 0.015
N 0.784 -3.144 -0.977
H -1.357 1.467 3.243
H -0.970 -0.297 3.317
H 0.238 0.871 3.629
H -0.182 1.823 1.253
H -1.021 0.249 0.932
H 0.972 -0.860 2.166
H 1.996 0.355 1.504
H 0.732 -0.362 -0.917
H 1.541 -2.667 0.916
H 0.025 -2.778 -1.521
H 0.718 -4.096 -0.679
H -3.162 3.964 -4.157
H -1.780 4.601 -4.475
O -2.210 3.810 -4.145
*
```

***

Record 6
Density functional theory data (the ωB97M-V functional and the def2-TZVPD basis) for 2 unconnected molecules or ions with the total composition C5H13NO at a distorted geometry.

## Properties
Gap between HOMO and LUMO: 10.601 eV
E_HOMO: -9.691 eV
Energy relative to the best compared isomer or geometry (same formula, charge and spin): 37.5 kcal per mole
SMILES string: C=CCC.NCO

Structure (ORCA input):
```
! wB97M-V def2-TZVPD RIJCOSX def2/J DEFGRID3
* xyz 0 1
N -0.511 3.203 2.133
C 0.180 2.398 1.157
O -0.165 2.754 -0.184
H -0.312 4.167 1.890
H -1.511 3.107 1.977
H 1.252 2.490 1.336
H -0.117 1.357 1.303
H 0.561 2.483 -0.748
C 0.207 -0.310 -1.270
C 0.274 -1.830 -1.458
C 0.391 -2.545 -0.139
C -0.560 -3.372 0.295
H 1.017 0.074 -0.650
H 0.165 0.222 -2.219
H -0.720 -0.092 -0.733
H 1.127 -2.093 -2.093
H -0.627 -2.188 -1.956
H 1.335 -2.500 0.395
H -0.547 -3.807 1.285
H -1.440 -3.519 -0.322
*
```

***

Record 7
Density functional theory data (the ωB97M-V functional and the def2-TZVPD basis) for 2 unconnected molecules or ions with the total composition C5H13NO at a distorted geometry.

## Properties
Gap between HOMO and LUMO: 10.701 eV
E_HOMO: -9.907 eV
Energy relative to the best compared isomer or geometry (same formula, charge and spin): 11.2 kcal per mole
SMILES string: CC(N)=O.CCC

Structure (ORCA input):
```
! wB97M-V def2-TZVPD RIJCOSX def2/J DEFGRID3
* xyz 0 1
C 0.926 -1.991 -0.315
C 1.070 -2.188 1.174
O 1.982 -2.786 1.694
N 0.186 -1.458 1.922
H -0.096 -2.237 -0.602
H 1.577 -2.722 -0.795
H 0.442 -1.339 2.891
H -0.598 -0.895 1.645
H 1.094 -0.962 -0.595
C -1.214 1.749 -0.552
C -0.827 0.735 -1.621
C 0.014 2.135 0.324
H -1.511 2.695 -0.989
H -1.927 1.286 0.124
H 0.214 0.410 -1.598
H -0.995 1.035 -2.656
H 0.447 1.240 0.768
H 0.725 2.581 -0.382
H -1.337 -0.220 -1.473
H -0.171 2.932 1.036
*
```

***

Record 8
Density functional theory data (the ωB97M-V functional and the def2-TZVPD basis) for a single C5H13NO molecule at a distorted geometry.

## Properties
Gap between HOMO and LUMO: 9.829 eV
E_HOMO: -8.975 eV
Energy relative to the best compared isomer or geometry (same formula, charge and spin): 50.0 kcal per mole
SMILES string: CCCCNCO

Structure (ORCA input):
```
! wB97M-V def2-TZVPD RIJCOSX def2/J DEFGRID3
* xyz 0 1
C 0.182 -0.351 -0.861
N -0.905 0.342 -0.242
C -1.972 -0.675 -0.028
O -3.386 -0.200 0.146
C 1.567 0.401 -1.036
C 2.189 0.883 0.308
C 2.373 -0.126 1.342
H -0.217 -0.615 -1.835
H 0.374 -1.351 -0.388
H -0.782 0.852 0.654
H -1.939 -1.380 -0.908
H -1.763 -1.266 0.953
H -3.651 -0.487 1.011
H 2.140 -0.447 -1.510
H 1.460 1.113 -1.846
H 1.440 1.590 0.778
H 3.011 1.588 0.372
H 2.740 0.433 2.252
H 3.112 -0.898 1.001
H 1.472 -0.709 1.643
*
```

***

Record 9
Density functional theory data (the ωB97M-V functional and the def2-TZVPD basis) for 2 unconnected molecules or ions with the total composition C5H13NO at a distorted geometry.

## Properties
Gap between HOMO and LUMO: 9.277 eV
E_HOMO: -8.448 eV
Energy relative to the best compared isomer or geometry (same formula, charge and spin): 33.1 kcal per mole
SMILES string: CC/C(C)=C/N.O

Structure (ORCA input):
```
! wB97M-V def2-TZVPD RIJCOSX def2/J DEFGRID3
* xyz 0 1
C -0.840 -2.147 -0.379
C -0.672 -0.968 -1.292
C 0.069 0.214 -0.716
C -0.563 1.368 -0.442
N -0.097 2.412 0.405
C 1.499 -0.069 -0.249
H -1.294 -3.011 -0.861
H -1.350 -1.863 0.548
H 0.192 -2.435 -0.069
H -1.600 -0.484 -1.626
H -0.263 -1.184 -2.319
H -1.486 1.569 -0.992
H 0.914 2.232 0.493
H -0.150 3.296 -0.093
H 1.815 -0.842 -0.952
H 2.030 0.888 -0.272
H 1.634 -0.333 0.814
H 0.515 -0.188 2.721
H -0.473 0.901 2.281
O 0.122 0.645 3.001
*
```

***

Record 10
Density functional theory data (the ωB97M-V functional and the def2-TZVPD basis) for a single C5H13NO molecule at a distorted geometry.

## Properties
Gap between HOMO and LUMO: 9.986 eV
E_HOMO: -8.954 eV
Energy relative to the best compared isomer or geometry (same formula, charge and spin): 57.6 kcal per mole
SMILES string: CCCCNCO

Structure (ORCA input):
```
! wB97M-V def2-TZVPD RIJCOSX def2/J DEFGRID3
* xyz 0 1
C 0.476 -0.452 0.777
N 0.885 -1.594 -0.073
C 1.570 -1.261 -1.317
O 1.641 -2.239 -2.379
C -1.008 -0.169 0.995
C -1.545 1.095 0.113
C -0.885 2.422 0.476
H 0.743 -0.798 1.806
H 0.980 0.472 0.385
H 1.503 -2.243 0.432
H 2.583 -0.920 -1.044
H 0.984 -0.431 -1.788
H 0.845 -2.872 -2.298
H -1.057 -0.023 2.129
H -1.345 -1.088 0.568
H -1.595 0.784 -0.950
H -2.644 1.056 0.391
H -1.632 3.136 0.621
H -0.423 2.449 1.412
H -0.076 2.677 -0.257
*
```

***

Number 3 is which compound?
C5H13NO

***

Which of these has the highest energy relative to the best compared isomer or geometry (same formula, charge and spin)?
number 2

***

The lowest energy relative to the best compared isomer or geometry (same formula, charge and spin) belongs to which entry?
C5H13N4OS

***

Which of these has the highest energy relative to the best compared isomer or geometry (same formula, charge and spin)?
number 2